19
Properties=species:S:1:pos:R:3:nbo_charge:R:1 method="wB97M-V/def2-TZVPD" relative_energy_ev=1.867 total_charge=0 smiles="O=C(Cc1nccs1)c1nccs1"
C 0.12209 -0.91512 0.51154 0.504
C -0.42838 0.26502 -0.18639 -0.577
C -0.95618 0.16587 -1.71051 0.036
C -1.32852 0.67029 -3.73076 -0.054
C -1.88045 -0.59927 -3.70648 -0.488
C 0.83804 -0.52484 1.68848 -0.097
C 1.81556 -0.45740 3.72544 -0.070
C 1.96698 0.85695 3.54195 -0.402
H 0.23361 1.20455 -0.27126 0.279
H -1.31825 0.65735 0.31985 0.263
H -1.38691 1.48200 -4.49661 0.218
H -2.17129 -1.23146 -4.57556 0.249
H 2.12912 -1.05892 4.66790 0.224
H 2.62093 1.79008 3.96616 0.286
N -0.81178 1.14455 -2.57358 -0.445
N 1.19662 -1.23079 2.79306 -0.365
O 0.10163 -2.07023 0.11632 -0.476
S -1.71236 -1.28460 -2.13745 0.503
S 0.96955 1.13596 2.05791 0.411